Entry 1:
83
Properties=species:S:1:pos:R:3:forces:R:3 method="wB97M-V/def2-TZVPD" e_homo_ha=-0.3817 total_charge=0 relative_energy_kcal_mol=161.1 e_tot_ev=-85016.4267 e_lumo_ha=-0.1023 gap_ev=7.6
Li 4.150175 -2.876383 -1.747651 -0.4 0.7 0.2
P 1.365363 0.157528 -0.768284 1.1 2.1 -0.9
F 0.326043 -0.023372 0.468028 0.5 0.5 -1.2
F 2.543798 -0.476309 0.158745 0.5 -0.5 0.7
F 1.126304 -1.344324 -1.298568 -1.4 -0.5 -0.3
F 2.479837 0.250109 -1.992235 -0.2 -0.2 -0.5
F 0.212351 0.916158 -1.739365 1.3 -1.7 1.4
F 1.951444 1.622693 -0.355623 -1.3 -0.3 0.7
C 2.710659 6.604164 2.598774 -0.9 0.6 -0.8
C 2.564844 5.599479 3.715573 -0.2 -2.0 -1.9
O 2.705150 6.297016 4.875384 0.6 3.2 2.1
C 2.691340 7.672481 4.591479 -0.2 2.0 1.7
O 2.781567 8.645124 5.344046 -0.1 -3.7 -1.5
O 2.484591 7.829719 3.282989 0.8 0.4 -0.2
H 1.946978 6.630606 1.821474 0.0 -0.7 0.1
H 3.670823 6.545682 2.086174 0.2 0.4 0.3
H 3.366550 4.867386 3.618510 -0.1 -0.2 0.2
H 1.600180 5.092272 3.699194 0.0 -0.1 0.0
C -5.023529 5.174326 1.430912 1.0 0.9 0.6
C -3.547092 4.687587 1.333098 -1.8 1.1 -0.6
O -2.812959 5.767327 1.927753 0.1 0.2 0.5
C -3.657486 6.769590 2.355554 1.2 2.3 1.0
O -3.359846 7.853169 2.863015 -0.1 -3.3 -1.4
O -4.904529 6.431208 2.115247 -1.1 -0.1 0.2
H -5.598583 4.519600 2.085706 -0.5 0.1 -0.7
H -5.399898 5.485616 0.456473 -0.6 -0.9 0.1
H -3.371843 4.674770 0.257342 0.9 -0.5 0.3
H -3.511222 3.720744 1.835125 1.0 0.3 0.0
C 2.014143 -2.237161 7.325175 0.8 -0.3 1.0
C 2.833766 -1.525823 6.350498 1.9 1.3 -3.2
O 3.422966 -0.415805 7.010425 0.7 0.8 0.8
C 2.637209 -0.116146 8.017775 -1.8 3.6 3.7
O 2.552779 0.965041 8.680122 0.7 -5.0 -3.1
O 1.825216 -1.210985 8.273258 -0.9 1.7 0.9
H 2.627453 -2.969687 7.849919 -0.4 -0.6 -0.2
H 1.091758 -2.616920 6.885750 0.0 0.0 0.4
H 2.305817 -0.990924 5.561036 -0.6 -0.8 -0.3
H 3.707019 -2.000968 5.903530 -0.4 -0.7 0.0
C -6.491643 -1.770565 0.172731 0.8 -0.3 -0.9
C -5.804442 -0.557984 -0.435266 2.2 -2.5 1.1
O -6.670454 0.417673 -0.679871 -3.2 4.2 -1.0
C -7.318277 0.460681 -1.847945 -1.9 -1.2 -1.0
O -7.187506 -0.344572 -2.771435 -0.1 2.1 1.7
O -8.305998 1.434982 -1.739206 1.0 -1.0 0.6
C -9.042413 1.810013 -2.914597 1.0 -0.4 -0.5
H -5.654934 -2.389915 0.495871 -0.3 -0.5 0.0
H -7.043425 -2.247452 -0.637346 -0.3 -0.4 0.4
H -7.104445 -1.554914 1.047987 0.0 0.3 -0.2
H -5.257003 -0.740956 -1.359888 0.2 -0.7 0.2
H -5.114345 -0.220187 0.337886 0.2 0.5 -0.3
H -9.589551 0.986696 -3.373809 0.4 -0.3 0.1
H -8.241366 2.175518 -3.557108 -0.7 0.2 -0.7
H -9.796966 2.568859 -2.707455 0.5 0.1 0.6
C 11.396924 -1.880133 -2.733544 -0.8 -1.3 -1.1
C 10.248369 -1.032462 -3.281909 0.8 0.5 2.3
O 9.916486 -0.155488 -2.153035 -1.0 1.1 1.3
C 8.888306 -0.447588 -1.303358 0.4 0.2 -0.3
O 7.994438 -1.195282 -1.587677 -0.8 -0.8 -0.2
O 8.976182 0.192332 -0.118215 0.7 0.2 0.1
C 7.934152 0.024175 0.923001 0.2 -0.2 -1.1
H 11.243851 -2.235868 -1.714660 -0.2 0.2 0.0
H 12.420446 -1.518633 -2.832703 -0.3 0.3 -0.1
H 11.239253 -2.746195 -3.376333 0.9 -0.6 0.1
H 9.371739 -1.624121 -3.545654 0.2 0.2 -0.1
H 10.646613 -0.399512 -4.074914 -0.6 0.1 0.0
H 7.105371 0.675764 0.646166 -0.2 -0.5 0.0
H 8.264481 0.338928 1.912910 0.8 0.3 -0.5
H 7.688351 -1.030759 1.044570 -0.3 0.1 -0.5
C -5.565393 -7.751679 -3.721656 -0.3 0.8 -0.6
C -4.641901 -7.822024 -4.944967 0.2 -0.9 0.7
O -3.479363 -7.007607 -4.826037 0.1 0.4 0.2
C -3.545861 -5.808664 -5.342867 -2.2 2.9 -1.6
O -4.519884 -5.205600 -5.817802 1.1 -2.0 0.9
O -2.362442 -5.253940 -5.299159 2.3 1.5 -0.3
C -2.182441 -3.882780 -5.852105 -0.5 -0.3 0.7
H -6.361542 -7.010432 -3.652402 0.2 0.4 -0.8
H -4.917923 -7.490215 -2.884688 -0.1 -0.8 0.3
H -6.105736 -8.697911 -3.693862 0.4 -0.2 0.6
H -5.029580 -7.718535 -5.958424 -0.4 0.0 0.3
H -4.147180 -8.783616 -4.808222 -0.4 -0.3 -0.6
H -1.717195 -3.854768 -6.837418 -0.3 -0.7 -0.1
H -1.504587 -3.317208 -5.212775 -0.1 -0.5 0.4
H -3.140309 -3.362641 -5.859163 0.1 -0.3 -0.1

---

Entry 2:
83
Properties=species:S:1:pos:R:3:forces:R:3 method="wB97M-V/def2-TZVPD" e_homo_ha=-0.0878 total_charge=-1 e_tot_ev=-61007.9036 e_lumo_ha=0.0535 gap_ev=3.8
C 3.530038 1.212455 -0.293385 0.3 0.3 0.0
S 4.669295 2.558175 -0.555134 -0.4 0.5 -0.3
O 5.524336 2.171181 -1.668272 0.7 -0.8 -1.2
O 5.494749 2.724088 0.635016 0.4 0.0 0.9
C 3.640230 3.820932 -0.973257 0.0 0.0 0.6
C 4.026417 5.118703 -0.316307 0.0 -0.1 -0.6
C 3.462758 5.368735 1.063722 0.2 -0.2 0.1
O 3.590838 4.294420 1.975343 0.1 0.1 0.8
H 3.835519 0.365489 -0.879418 0.2 -0.5 -0.1
H 2.567732 1.558769 -0.609721 -0.5 0.0 -0.3
H 3.489722 1.018250 0.759958 0.1 -0.2 0.4
H 2.679319 3.528366 -0.585070 -0.5 -0.1 -0.1
H 3.616708 5.914517 -0.926821 0.0 0.6 -0.2
H 5.100857 5.244781 -0.343789 0.4 0.1 0.1
H 3.912485 6.267275 1.467073 0.1 0.5 0.3
H 2.399869 5.544535 0.978736 -0.5 0.1 0.0
H 4.462111 4.331069 2.399422 -0.3 -0.2 -0.6
C 2.736857 -3.233736 0.012707 0.4 -0.5 -0.2
C 2.289118 -1.984815 0.587773 -0.2 0.1 0.0
N 1.897835 -0.993874 1.015334 -0.2 -0.2 0.2
H 1.905373 -3.756454 -0.447628 -0.1 0.1 0.0
H 3.491176 -3.062097 -0.753744 0.0 0.2 0.0
H 3.166838 -3.881864 0.775504 0.0 0.1 0.1
C -1.570869 -2.397705 0.822131 -0.2 0.4 0.1
C -0.795946 -3.617090 0.898561 0.2 0.0 -0.1
N -0.157221 -4.569024 0.934380 -0.1 -0.3 0.1
H -1.930382 -2.235813 -0.192096 0.0 0.0 0.0
H -2.430495 -2.441565 1.484579 0.0 -0.1 0.0
H -0.957899 -1.544066 1.106842 0.1 -0.1 0.0
C 4.077981 8.244762 -3.027263 -0.2 -0.1 -0.3
C 4.867739 8.156750 -1.815112 0.0 0.0 0.2
N 5.458905 8.082070 -0.836779 0.2 0.2 0.1
H 3.417635 9.108817 -2.990779 0.0 0.0 0.1
H 4.723560 8.336172 -3.898265 0.1 0.0 0.0
H 3.471974 7.346696 -3.139757 0.0 -0.1 0.1
C -5.806152 -3.638660 1.573007 -0.1 -0.4 0.3
C -5.224215 -2.330345 1.347307 0.0 0.2 -0.1
N -4.760293 -1.295403 1.162755 -0.1 -0.1 0.0
H -5.271693 -4.396600 1.005511 0.1 0.0 0.0
H -5.748934 -3.913056 2.624224 0.1 0.1 0.0
H -6.844900 -3.659499 1.262332 0.0 0.1 -0.1
C -9.075890 -1.624899 -1.239177 -0.3 0.4 0.0
C -8.249912 -2.812995 -1.156591 0.1 -0.1 -0.1
N -7.600267 -3.757208 -1.094059 -0.1 -0.1 0.0
H -9.425169 -1.472144 -2.258079 0.0 -0.1 -0.1
H -9.946559 -1.733043 -0.593952 0.0 -0.1 0.0
H -8.523114 -0.740297 -0.929325 0.1 -0.1 0.0
C -1.826823 -3.956366 -3.399486 -0.3 -0.1 -0.1
C -0.597413 -3.437889 -2.826529 0.1 0.0 0.0
N 0.373592 -3.028409 -2.374118 0.0 0.0 0.0
H -2.658317 -3.815689 -2.711314 0.0 0.0 0.1
H -2.059302 -3.442032 -4.329438 0.0 0.0 0.0
H -1.729856 -5.019614 -3.607846 0.1 0.0 0.0
C -0.365312 0.779081 -0.482353 0.0 -0.3 0.1
C -0.208793 2.189745 -0.788497 0.0 0.1 -0.1
N -0.079340 3.300589 -1.041680 -0.1 0.1 0.0
H 0.351446 0.186207 -1.049202 0.0 0.0 0.0
H -0.182957 0.603413 0.575999 0.1 0.0 0.0
H -1.372496 0.442675 -0.725257 -0.1 0.1 0.0
C 6.881996 -0.603778 -2.140177 0.4 0.3 0.1
C 5.847491 -1.598122 -2.320939 -0.1 -0.1 0.0
N 5.045465 -2.408792 -2.458102 0.0 -0.1 0.0
H 7.444192 -0.473664 -3.063345 0.0 0.0 -0.1
H 6.472616 0.373183 -1.853505 -0.2 0.1 0.0
H 7.575074 -0.925088 -1.363702 0.0 -0.1 0.0
C -10.854013 -5.698828 0.178631 0.1 -0.3 -0.1
C -11.412899 -4.360713 0.241539 0.0 0.1 0.0
N -11.838457 -3.296955 0.301051 0.0 0.0 0.0
H -11.539911 -6.374407 -0.327738 -0.1 0.0 0.0
H -9.911063 -5.687015 -0.365504 0.0 0.1 0.0
H -10.669306 -6.079893 1.180520 0.0 0.0 0.1
C -1.538041 -7.187334 3.270312 0.2 -0.2 0.0
C -2.658242 -6.267364 3.246198 -0.1 0.2 0.0
N -3.537070 -5.529713 3.232888 0.0 0.0 0.0
H -1.863904 -8.176018 3.590202 0.0 0.0 0.0
H -1.093880 -7.260119 2.282326 0.0 0.1 -0.1
H -0.774480 -6.830829 3.957173 0.0 0.1 0.0
C 6.400081 8.144837 3.371538 0.3 0.0 -0.1
C 5.007371 7.890485 3.689898 -0.1 0.0 -0.2
N 3.895083 7.693052 3.885344 -0.1 0.1 0.2
H 6.618608 7.806341 2.359777 -0.1 0.0 -0.1
H 6.617721 9.208982 3.434703 -0.1 0.0 0.0
H 7.053077 7.615286 4.062198 0.0 0.0 0.0

---

Entry 3:
17
Properties=species:S:1:pos:R:3:forces:R:3 method="wB97M-V/def2-TZVPD" e_homo_ha=-0.3499 smiles=OCCC1COC1 total_charge=0 relative_energy_kcal_mol=94.5 e_tot_ev=-9438.9462 e_lumo_ha=0.0277 gap_ev=10.3
O 1.129325 -1.777004 0.936286 -3.2 -2.7 0.6
C 0.078098 -1.079158 1.570009 -3.5 0.3 0.4
C -0.151892 0.293945 1.018961 0.1 0.4 0.1
C -0.445318 0.304312 -0.474588 -0.1 0.0 0.1
C -0.448332 1.654962 -1.216180 -0.2 0.2 0.2
O 0.461140 1.163413 -2.213945 0.0 0.0 0.0
C 0.688069 -0.044849 -1.457673 0.1 -0.2 0.1
H 0.310933 -2.457030 1.044783 4.2 -0.2 -1.6
H 0.134862 -1.124322 2.667568 0.2 0.3 -0.2
H -0.997244 -1.745212 1.340712 2.1 1.8 0.6
H 0.752994 0.878693 1.228320 -0.1 0.1 -0.1
H -0.976011 0.747129 1.584209 0.1 0.1 -0.1
H -1.357908 -0.271221 -0.676967 0.2 0.1 0.0
H -0.015354 2.485705 -0.634599 0.0 -0.2 -0.1
H -1.403038 1.984995 -1.648647 0.2 -0.1 0.1
H 0.554053 -0.946632 -2.067960 0.0 0.2 0.1
H 1.685623 -0.067726 -1.000289 -0.2 0.1 -0.1

---

Entry 4:
51
Properties=species:S:1:pos:R:3:forces:R:3 method="wB97M-V/def2-TZVPD" multiplicity=2 e_homo_ha="-0.3374 / -0.3373" total_charge=+1 relative_energy_kcal_mol=64.2 e_tot_ev=-47573.1990 e_lumo_ha="-0.1670 / -0.1819" gap_ev="4.6 / 4.2"
O -1.356875 0.131681 -2.759234 5.5 -0.9 5.7
H -2.230230 0.873580 -3.504438 -1.0 0.6 -1.1
Ce 0.939749 0.298828 -0.820908 -3.2 -1.4 -1.1
N 2.036869 -1.864676 -0.875353 1.0 -1.0 0.0
N -0.450258 -1.787248 -0.576075 -1.4 -0.9 0.3
N 0.844143 2.612217 -0.116507 -0.2 2.7 2.0
N -0.868974 0.977309 0.825251 -1.0 2.6 2.2
O 3.290285 -1.731854 -1.048980 -1.1 -0.4 0.3
O 1.859115 3.478219 -0.582424 -0.7 -0.6 0.4
O -1.820579 0.126877 1.320999 0.6 -0.2 -0.7
O -1.752548 -1.633620 -0.516782 1.7 -0.9 0.3
C 0.073028 -3.041083 -0.470430 -0.2 0.6 -0.3
C 1.479410 -3.093894 -0.635989 0.3 1.0 0.0
C 0.185131 3.072070 0.954746 2.7 -0.4 -2.7
C -0.774013 2.145131 1.492077 -1.1 -3.5 -0.9
C 2.293817 -4.326098 -0.513397 0.2 -0.2 -0.1
H 1.925614 -5.091674 -1.209959 0.1 0.1 0.2
H 2.228613 -4.740241 0.504557 0.0 0.1 -0.3
H 3.340957 -4.104162 -0.738426 -0.2 -0.1 0.0
C -0.735141 -4.264069 -0.200751 -0.2 0.0 0.0
H -1.793225 -4.001179 -0.134822 0.2 -0.1 -0.1
H -0.423677 -4.732787 0.743701 0.0 0.1 -0.2
H -0.587193 -5.005222 -0.998986 -0.1 0.2 0.2
C 0.505840 4.372329 1.600625 -0.2 0.4 -0.1
C -1.557769 2.457058 2.722934 -0.3 0.1 0.0
H 1.017512 5.029230 0.891196 -0.1 -0.2 0.2
H 1.152888 4.228438 2.480363 -0.1 -0.1 -0.3
H -0.412970 4.857540 1.952581 0.3 -0.1 -0.1
H -2.364182 1.727864 2.848563 0.2 0.2 0.0
H -1.981671 3.468519 2.659146 0.1 -0.3 0.0
H -0.912966 2.432584 3.615370 -0.1 0.0 -0.3
H 2.271837 2.977086 -1.322405 -0.4 0.1 0.3
H -1.889195 -0.606351 0.586654 -0.1 0.8 0.6
C -2.711022 0.188872 -4.238141 -2.6 -0.3 -2.8
H -3.313168 0.771095 -4.937698 -0.3 0.0 -0.3
H -3.374499 -0.507354 -3.715136 0.0 0.2 -0.1
H -1.999126 -0.414080 -4.809918 -0.1 0.4 0.1
O 2.324952 1.097221 -1.979385 2.1 1.0 -1.6
H -1.911272 -0.347518 -2.104372 0.3 0.3 -0.5
H 3.136728 1.042862 -2.515902 -0.5 0.0 0.2
C 2.924036 -0.130260 4.089943 -0.1 0.1 -0.4
C 3.458024 0.878147 3.282411 -0.2 0.1 -0.4
C 2.990299 1.019584 1.972926 -0.2 -0.5 0.1
N 2.042319 0.204182 1.454424 0.3 0.0 0.8
C 1.517241 -0.762538 2.239768 0.6 0.4 0.1
C 1.939074 -0.963891 3.557180 -0.3 0.0 -0.5
H 3.269271 -0.264067 5.114414 -0.1 0.0 -0.3
H 4.227596 1.562978 3.637010 -0.2 -0.3 0.0
H 3.373202 1.790876 1.298908 -0.1 -0.2 0.3
H 0.745453 -1.382578 1.767173 0.3 0.1 0.4
H 1.478749 -1.770532 4.124601 0.2 0.3 0.0